Entry from the OMol25 dataset: a structure of composition HIN3P3 (ωB97M-V/def2-TZVPD).

Relative energy (zero: lowest compared OMol25 entry of this formula, charge and spin) (kJ/mol): 322.2
Maximum force (eV/Å): 3.8
E_HOMO (eV): -8.99

CARTESIAN COORDINATES (ANGSTROEM)
N: -2.9888 0.5009 -1.7195
N: -1.6864 1.2067 0.5715
N: -0.8529 -1.1706 -1.1323
P: -2.5020 -0.9701 -1.8986
P: -2.9455 1.5166 -0.2717
P: 0.0555 0.2630 -0.7610
I: -0.5163 -2.9412 -0.0546
H: -0.3248 0.8736 -1.9277

Calculated atomic charges, method Mulliken, unit e: atom 1 (N): -0.275, atom 2 (N): -0.426, atom 3 (N): -0.384, atom 4 (P): 0.284, atom 5 (P): 0.228, atom 6 (P): 0.284, atom 7 (I): 0.207, atom 8 (H): 0.081